{
  "formula": "ClH5O7P2S",
  "method": "ωB97M-V with the def2-TZVPD basis set",
  "charge": 0,
  "e_homo_ha": -0.342,
  "e_above_lowest_kcal_mol": 4.1,
  "orbital_gap_ev": 7.97,
  "elements": ["O", "P", "S", "P", "O", "O", "H", "H", "H", "H", "H", "O", "Cl", "O", "O", "O"],
  "xyz": [[0.62470, -1.56730, -0.24235], [0.30437, -0.16411, 0.03737], [-1.20757, 0.46406, -1.50261], [-0.11033, 0.64656, -3.46537], [0.73868, 1.90896, -2.98532], [1.03574, -0.46501, -3.30160], [-0.22952, 0.12795, 1.36304], [1.34090, 0.72026, -0.33195], [-1.90838, -0.65466, -1.71940], [1.62926, 1.87860, -3.36309], [0.77182, -1.29077, -3.72975], [-0.92135, 0.88216, 4.57713], [-0.61654, -0.32926, 3.88222], [0.02457, -1.27524, 4.73386], [0.32018, 0.00136, 2.77548], [-1.79655, -0.88354, 3.27233]]
}



{
  "formula": "ClH5Si3",
  "method": "ωB97M-V with the def2-TZVPD basis set",
  "charge": 0,
  "e_homo_ha": -0.312,
  "e_above_lowest_kcal_mol": 8.1,
  "orbital_gap_ev": 6.77,
  "elements": ["Si", "Si", "Si", "Cl", "H", "H", "H", "H", "H"],
  "xyz": [[-0.65542, 0.75869, -0.67699], [0.90335, 0.02388, 0.96197], [-1.52607, -1.17599, -1.50544], [-0.40856, 0.02774, 2.64352], [-1.77454, 1.70064, -0.25832], [0.33118, 1.45276, -1.56987], [1.27676, -1.43174, 0.69081], [2.13701, 0.56934, 1.49556], [-0.28370, -1.92531, -1.78126]]
}



{
  "formula": "ClH60O34",
  "method": "ωB97M-V with the def2-TZVPD basis set",
  "charge": -1,
  "e_homo_ha": -0.305,
  "orbital_gap_ev": 9.38,
  "elements": ["Cl", "O", "O", "O", "O", "O", "H", "H", "O", "H", "H", "O", "H", "H", "O", "H", "H", "O", "H", "H", "O", "H", "H", "O", "H", "H", "O", "H", "H", "O", "H", "H", "O", "H", "H", "O", "H", "H", "O", "H", "H", "O", "H", "H", "O", "H", "H", "O", "H", "H", "O", "H", "H", "O", "H", "H", "O", "H", "H", "O", "H", "H", "O", "H", "H", "O", "H", "H", "O", "H", "H", "O", "H", "H", "O", "H", "H", "O", "H", "H", "O", "H", "H", "O", "H", "H", "O", "H", "H", "O", "H", "H", "O", "H", "H"],
  "xyz": [[-0.26485, -0.27715, -0.22670], [0.57407, 0.62459, -0.98030], [-0.44779, 0.18452, 1.10061], [-1.61023, -0.37447, -0.73475], [0.46141, -1.52964, -0.31682], [1.06577, -0.17816, -5.10657], [1.46148, -0.49786, -5.91740], [1.63011, -0.51997, -4.41309], [-0.19042, -4.52657, -2.31567], [-0.71147, -3.77131, -2.58832], [-0.76162, -5.00903, -1.71801], [3.18736, -3.88765, -1.43369], [3.51331, -3.96595, -0.53711], [2.42254, -3.31657, -1.36198], [1.43732, 1.26223, 5.74931], [1.00534, 0.62989, 5.17505], [0.84601, 1.35061, 6.49682], [2.28129, 3.02449, 3.93984], [2.04402, 2.55854, 4.74161], [1.44536, 3.31378, 3.57408], [3.26631, -2.52574, 1.53927], [3.23996, -2.00598, 2.34263], [2.40005, -2.40871, 1.14921], [3.03744, 4.63132, -0.40126], [3.14668, 5.23761, 0.33135], [2.32805, 4.04977, -0.12775], [-1.81403, 3.88509, -0.29910], [-2.13285, 3.20873, -0.89669], [-2.28798, 3.72681, 0.51732], [-1.48476, 2.32532, -3.07153], [-0.82765, 2.65222, -3.68599], [-0.98999, 2.11834, -2.27868], [0.35120, -0.49457, 3.97569], [-0.05013, -0.07145, 3.21665], [-0.35869, -0.56611, 4.61379], [2.80788, 1.21530, 2.00069], [2.89674, 0.37729, 2.45463], [2.62702, 1.84720, 2.69656], [-4.38212, -2.79169, -4.15828], [-4.94328, -3.56714, -4.15610], [-3.59137, -3.06638, -3.69410], [-4.44350, 1.59234, -2.89458], [-4.96654, 1.89034, -3.63880], [-3.54487, 1.57640, -3.22387], [-2.65071, 2.58654, 4.17494], [-3.04840, 3.05961, 4.90588], [-1.81964, 3.03612, 4.02186], [0.98805, 3.04773, -4.66491], [1.13216, 2.19436, -5.07383], [1.72139, 3.15007, -4.05830], [-4.97976, 2.94577, -0.43737], [-4.32942, 2.47735, 0.08594], [-4.97344, 2.49916, -1.28397], [3.47714, -0.22700, -3.47472], [4.24793, 0.31567, -3.30847], [3.32665, -0.68917, -2.65010], [5.82837, -0.90902, 0.07352], [4.88673, -0.75318, 0.00107], [6.22620, -0.05299, -0.08513], [-2.47517, -4.04820, 2.78521], [-1.95143, -3.68839, 2.06935], [-1.88371, -4.65093, 3.23590], [-2.52353, -0.37914, 4.82937], [-3.26203, -0.63187, 4.27531], [-2.58803, 0.57361, 4.89534], [-2.91886, 1.96802, 1.41575], [-2.11773, 1.49286, 1.19518], [-2.86995, 2.09405, 2.36336], [-3.84952, -1.42490, 2.44981], [-3.74080, -2.34082, 2.19390], [-4.08625, -0.97550, 1.63849], [3.07039, 3.45999, -3.00011], [2.96310, 3.85087, -2.13297], [3.46626, 2.60511, -2.83070], [-1.72549, -2.29305, -3.00564], [-1.93045, -2.09092, -2.09275], [-1.32139, -1.49381, -3.34350], [3.42728, 0.56956, -0.46179], [2.50375, 0.33177, -0.54414], [3.48327, 1.02773, 0.37677], [1.25902, -5.39207, 1.60945], [0.42275, -5.53054, 2.05410], [1.02283, -5.25039, 0.69273], [2.93198, -1.38513, 4.44299], [2.05675, -1.20410, 4.10032], [2.80385, -1.48873, 5.38590], [-1.19735, 0.97629, -6.23625], [-0.58083, 0.64993, -5.58079], [-1.92966, 1.32189, -5.72583], [0.84110, 3.22950, 0.40695], [0.81880, 2.33163, 0.07596], [-0.06667, 3.52811, 0.35209], [-2.34975, -5.14075, -0.53382], [-2.10844, -6.05290, -0.37263], [-3.29996, -5.16041, -0.64767]]
}



{
  "formula": "ClH6Li3O3",
  "method": "ωB97M-V with the def2-TZVPD basis set",
  "charge": 2,
  "e_homo_ha": -0.651,
  "e_above_lowest_kcal_mol": 44.4,
  "orbital_gap_ev": 8.80,
  "elements": ["Li", "Li", "Li", "Cl", "O", "H", "H", "O", "H", "H", "O", "H", "H"],
  "xyz": [[0.77954, 1.73716, -2.35434], [2.58850, 1.45805, 0.65019], [-1.91922, -0.05577, -1.10962], [0.46054, 0.59143, -0.29882], [-1.31877, 2.11476, 1.50495], [-1.27934, 1.41236, 2.15403], [-0.77345, 1.80442, 0.78207], [-0.35148, -1.75991, 2.09679], [0.23693, -1.07107, 1.78776], [-1.22624, -1.37769, 2.02650], [1.25442, -1.77340, -2.25216], [0.81848, -2.03783, -3.06226], [0.73008, -1.04245, -1.92503]]
}



{
  "formula": "ClH6NSi2",
  "method": "ωB97M-V with the def2-TZVPD basis set",
  "multiplicity": 3,
  "charge": 0,
  "e_homo_ha": [-0.239, -0.406],
  "e_above_lowest_kcal_mol": 41.2,
  "orbital_gap_ev": [7.18, 7.82],
  "elements": ["N", "Si", "Si", "Cl", "H", "H", "H", "H", "H", "H"],
  "xyz": [[2.81435, 1.05943, 0.23352], [-2.24847, -0.14516, 0.27436], [1.83397, -0.03936, -0.37257], [-2.54701, 1.74045, -0.32410], [3.52794, 0.69858, 0.80521], [-3.51945, -0.99823, 0.56980], [-1.34063, -0.84500, -0.61305], [-1.50704, -0.28141, 1.45521], [1.74469, -1.59478, -0.35981], [1.24164, 0.40546, -1.66858]]
}



{
  "formula": "ClH7N2Si2",
  "method": "ωB97M-V with the def2-TZVPD basis set",
  "charge": 0,
  "e_homo_ha": -0.318,
  "e_above_lowest_kcal_mol": 44.9,
  "orbital_gap_ev": 9.24,
  "elements": ["N", "N", "Si", "Si", "Cl", "H", "H", "H", "H", "H", "H", "H"],
  "xyz": [[-1.49313, 0.42370, 1.30585], [1.82402, -1.78797, -1.53465], [-0.44670, 1.60993, 0.68422], [0.55807, -0.69456, -2.03653], [-1.05389, -1.55954, -1.12429], [-1.25414, -0.07648, 2.17921], [-2.48829, 0.53233, 1.25135], [2.81026, -1.67961, -1.40375], [1.58016, -2.42208, -0.72437], [0.73925, 0.67757, 0.28639], [0.38396, 2.50146, 1.40304], [-1.15958, 2.47523, -0.28645]]
}



{
  "formula": "ClH7Si3",
  "method": "ωB97M-V with the def2-TZVPD basis set",
  "charge": 0,
  "e_homo_ha": -0.353,
  "e_above_lowest_kcal_mol": 29.9,
  "orbital_gap_ev": 7.63,
  "elements": ["Si", "Si", "Si", "Cl", "H", "H", "H", "H", "H", "H", "H"],
  "xyz": [[-0.32761, -0.39643, -2.06007], [-0.22316, 0.57059, 2.00136], [0.17249, -0.78194, 0.12747], [2.82050, 0.71803, 0.01695], [-0.75963, -1.37495, -3.27069], [-1.56483, 0.35795, -1.69298], [0.48968, 0.54698, -2.81122], [0.86827, 0.27446, 2.87684], [-1.37401, 0.25493, 2.91822], [-0.38817, 1.98771, 1.47763], [0.28648, -2.15733, 0.41648]]
}



{
  "formula": "ClH80O44",
  "method": "ωB97M-V with the def2-TZVPD basis set",
  "charge": -1,
  "e_homo_ha": -0.286,
  "e_above_lowest_kcal_mol": 11.9,
  "orbital_gap_ev": 8.93,
  "elements": ["Cl", "O", "O", "O", "O", "O", "H", "H", "O", "H", "H", "O", "H", "H", "O", "H", "H", "O", "H", "H", "O", "H", "H", "O", "H", "H", "O", "H", "H", "O", "H", "H", "O", "H", "H", "O", "H", "H", "O", "H", "H", "O", "H", "H", "O", "H", "H", "O", "H", "H", "O", "H", "H", "O", "H", "H", "O", "H", "H", "O", "H", "H", "O", "H", "H", "O", "H", "H", "O", "H", "H", "O", "H", "H", "O", "H", "H", "O", "H", "H", "O", "H", "H", "O", "H", "H", "O", "H", "H", "O", "H", "H", "O", "H", "H", "O", "H", "H", "O", "H", "H", "O", "H", "H", "O", "H", "H", "O", "H", "H", "O", "H", "H", "O", "H", "H", "O", "H", "H", "O", "H", "H", "O", "H", "H"],
  "xyz": [[-0.29296, 0.12042, 0.19650], [-1.47339, 0.37621, 0.86932], [-0.00775, 1.16948, -0.67300], [0.69920, 0.12254, 1.18781], [-0.28305, -1.13140, -0.48688], [5.57601, 1.09092, 0.53974], [5.63797, 0.74139, -0.34919], [4.69360, 1.45810, 0.59228], [1.26456, -4.50605, -0.14140], [0.98673, -3.66172, 0.21377], [0.73665, -4.61936, -0.93178], [-2.34025, 3.93324, 3.92754], [-1.91459, 3.67908, 4.74635], [-2.70409, 4.80056, 4.10535], [3.74839, -3.43406, -2.47838], [2.98230, -2.95960, -2.80125], [4.47686, -3.09675, -2.99970], [-4.04442, 3.33030, 1.51890], [-3.31076, 3.46567, 2.11861], [-4.62944, 2.73394, 1.98616], [-6.69414, -1.51965, 0.31255], [-6.41482, -1.38688, -0.59330], [-5.94207, -1.24675, 0.83804], [-0.48484, -4.36421, -2.12207], [-1.10117, -3.63360, -2.07129], [-1.03844, -5.14503, -2.13057], [4.56444, -1.82285, -0.27430], [3.80189, -1.29764, -0.51699], [4.52852, -2.58154, -0.85683], [-2.49940, -3.67511, -0.14999], [-2.20671, -2.84978, 0.23651], [-3.28271, -3.90888, 0.34801], [3.39566, 0.38946, 4.60994], [3.68960, 1.29942, 4.56718], [4.02644, -0.03957, 5.18811], [-2.21701, -0.51633, -3.24113], [-1.83896, 0.29175, -2.89426], [-2.04627, -1.17110, -2.56410], [0.90761, -1.25109, 5.55638], [1.60242, -1.63255, 6.09299], [1.25668, -0.40431, 5.27826], [2.44791, -0.59062, -2.01895], [1.63652, -0.21811, -1.67381], [2.27789, -0.71216, -2.95306], [0.44419, 4.62154, -1.31545], [-0.06605, 4.22816, -0.60755], [1.21714, 4.06239, -1.39356], [2.54509, 2.74304, -4.59103], [3.24324, 2.12463, -4.80640], [2.85592, 3.58303, -4.92871], [0.51439, -5.62738, 2.89896], [-0.35752, -5.92205, 2.63593], [0.76168, -4.98542, 2.23340], [5.17101, -0.65089, 2.64408], [5.41904, -0.00446, 1.98314], [4.64126, -0.16039, 3.27257], [-5.70057, 1.70804, 3.31350], [-6.65646, 1.66169, 3.29493], [-5.42596, 0.86051, 3.66349], [-1.67916, 2.63765, -5.55750], [-0.90364, 2.51761, -5.00943], [-1.58579, 1.98522, -6.25165], [-0.15058, 0.75892, 3.89195], [0.44781, 1.50519, 3.85660], [-0.35365, 0.57052, 2.97571], [0.20744, 1.65905, -3.73851], [0.04669, 1.89639, -2.82524], [1.05702, 2.05018, -3.94214], [3.89575, -3.53724, 2.00651], [4.37077, -3.43695, 2.83145], [4.32401, -2.92604, 1.40713], [1.91052, -0.84445, -4.57948], [1.14481, -0.30398, -4.77398], [1.79971, -1.62290, -5.12534], [-4.17155, 0.78992, -0.78520], [-3.41271, 0.63515, -0.22267], [-4.37461, 1.71751, -0.66442], [-0.78158, -2.40748, -5.04138], [-1.19816, -2.84840, -5.78185], [-1.45553, -1.81796, -4.70303], [-5.22930, -1.37301, -2.06866], [-5.37074, -0.76195, -2.79173], [-4.80157, -0.84877, -1.39159], [3.27531, 3.68469, -1.75548], [3.51463, 4.60565, -1.85939], [3.27849, 3.33395, -2.64609], [4.80115, 1.00794, -2.36206], [4.00778, 0.86406, -1.84621], [4.56912, 0.71934, -3.24473], [3.61902, 3.77262, 2.74862], [3.41657, 4.67050, 2.48582], [3.73494, 3.30142, 1.92354], [1.00272, 3.32310, 3.49361], [0.74828, 4.05105, 4.06070], [1.92650, 3.48170, 3.29942], [-3.80274, 0.11277, 5.24817], [-4.39952, -0.46535, 5.72342], [-3.05355, -0.44194, 5.03082], [-2.44068, 5.38294, -0.76729], [-1.96771, 4.71170, -0.27540], [-2.54486, 5.01021, -1.64276], [2.97321, 2.15939, 0.38875], [2.06025, 1.87268, 0.41163], [2.99190, 2.84807, -0.27578], [-4.40743, -0.91569, 1.95942], [-3.74527, -1.51841, 2.29778], [-4.02637, -0.04639, 2.08325], [-0.78690, 3.74017, 0.89500], [-1.17895, 2.91956, 0.59644], [-0.45118, 3.54167, 1.76915], [-2.26493, 3.51682, -2.82868], [-3.14290, 3.15176, -2.71852], [-2.13991, 3.55930, -3.77673], [-2.39345, -2.48646, 2.95801], [-1.52962, -2.64186, 2.57605], [-2.29023, -2.70873, 3.88330], [1.13583, -2.80657, 2.21017], [1.18560, -1.96263, 2.65908], [2.00943, -2.93343, 1.84009], [1.34697, -4.04190, -4.23844], [1.10516, -4.13071, -3.31656], [0.64401, -3.51715, -4.62146], [-2.15109, -6.43673, -0.95634], [-3.09807, -6.57332, -0.98455], [-2.04454, -5.57819, -0.54672]]
}



| no. | E_tot (Ha) | M (g mol⁻¹) |
| --- | --- | --- |
| 1 | -2070.4637 | 246.50 |
| 2 | -1331.5843 | 124.75 |
| 3 | -3054.2674 | 639.90 |
| 4 | -711.5927 | 110.32 |
| 5 | -1097.3523 | 111.68 |
| 6 | -1152.9119 | 126.69 |
| 7 | -1332.7401 | 126.77 |
| 8 | -3818.6831 | 820.05 |